The following is a quantum chemistry calculation of a cluster of 7 separate species, C8H28O6 in total in a non-equilibrium geometry, from OMol25.

Each line ends with the Mulliken charge.
Atoms and positions in Å:
C  0.791  2.521  1.547  -1.353
C  1.051  1.374  0.673  0.441
C  2.022  0.440  0.816  0.275
C  3.205  0.544  1.814  -1.220
C  2.071  -0.761  -0.046  -0.396
C  2.832  -0.323  -1.375  -0.668
C  1.950  -0.284  -2.639  -0.662
C  1.187  -1.659  -2.933  -1.013
H  1.737  2.757  2.102  0.259
H  0.352  3.379  1.030  0.360
H  0.036  2.522  2.353  0.256
H  0.214  1.146  -0.030  0.210
H  3.301  -0.254  2.576  0.287
H  3.111  1.512  2.332  0.340
H  4.132  0.410  1.235  0.269
H  1.009  -1.076  -0.207  0.085
H  2.760  -1.564  0.258  0.273
H  3.618  -0.985  -1.857  0.349
H  3.155  0.652  -1.048  0.437
H  2.365  0.172  -3.527  0.508
H  1.090  0.417  -2.510  0.183
H  1.912  -2.342  -3.323  0.324
H  0.214  -1.553  -3.402  0.424
H  0.742  -1.952  -1.942  0.144
O  -2.518  -2.110  -2.637  -0.605
H  -2.712  -1.296  -2.156  0.302
H  -2.483  -2.768  -1.924  0.316
O  -0.318  -1.585  1.904  -0.587
H  0.318  -1.577  1.177  0.204
H  -0.291  -2.425  2.370  0.275
O  -3.179  1.370  -2.433  -0.631
H  -3.878  0.718  -2.406  0.266
H  -2.886  1.586  -1.552  0.357
O  -3.065  -1.276  2.506  -0.594
H  -2.253  -1.651  2.851  0.291
H  -3.176  -0.455  3.007  0.325
O  -3.679  0.736  -0.008  -0.570
H  -4.031  -0.091  0.357  0.265
H  -4.021  1.347  0.658  0.249
O  -2.144  1.383  2.486  -0.613
H  -1.863  0.870  1.705  0.380
H  -2.676  2.131  2.198  0.256

Computed properties:
energy relative to the best compared isomer or geometry (same formula, charge and spin) = 1.402 eV
E = -772.94275 a.u.
HOMO-LUMO gap = 8.8760 eV
SMILES = C/C=C(\C)CCCC.O.O.O.O.O.O
highest occupied orbital energy = -8.790 eV
LUMO energy = 0.086 eV


The following is a quantum chemistry calculation of a structure of composition C8H29BN2P2Rh in a non-equilibrium geometry, from OMol25.

Each line ends with the Mulliken charge.
Atoms and positions in Å:
Rh  0.328  0.007  0.060  -1.183
H  0.842  0.085  -2.452  0.305
H  -1.139  -0.050  -1.100  0.099
P  0.724  -2.199  0.168  1.353
P  0.712  2.200  0.248  1.388
C  2.421  2.802  0.486  -1.226
H  2.452  3.895  0.456  0.435
H  2.784  2.481  1.471  0.399
H  3.072  2.419  -0.308  0.373
C  0.186  3.032  -1.305  -1.200
H  -0.910  3.034  -1.383  0.302
H  0.553  4.063  -1.318  0.459
H  0.623  2.505  -2.162  0.293
C  -0.235  3.078  1.545  -1.343
H  0.135  2.777  2.531  0.370
H  -0.102  4.161  1.440  0.442
H  -1.300  2.839  1.452  0.334
C  1.287  -2.862  -1.442  -1.247
H  1.339  -3.955  -1.406  0.448
H  0.590  -2.570  -2.237  0.275
H  2.282  -2.461  -1.659  0.388
C  1.959  -2.839  1.355  -1.307
H  1.644  -2.611  2.381  0.374
H  2.055  -3.925  1.262  0.432
H  2.940  -2.396  1.152  0.405
C  -0.791  -3.161  0.541  -1.237
H  -1.543  -2.999  -0.238  0.324
H  -0.551  -4.228  0.590  0.442
H  -1.187  -2.848  1.515  0.323
H  -2.056  -0.902  -2.153  0.435
H  -2.101  0.801  -2.122  0.438
H  -0.370  1.029  -3.815  -0.021
H  -0.258  -1.021  -3.788  -0.041
B  -0.347  0.011  -3.184  -0.461
N  -1.532  -0.041  -2.114  0.155
H  1.233  0.100  -1.472  0.107
H  1.465  0.164  1.130  0.117
C  -3.256  -0.075  2.941  -1.066
C  -2.083  -0.061  2.083  0.437
N  -1.190  -0.047  1.354  -0.335
H  -3.097  -0.753  3.788  0.344
H  -4.137  -0.408  2.375  0.318
H  -3.444  0.931  3.335  0.355

Computed properties:
E = -1248.92558 a.u.
charge = +2
HOMO-LUMO gap (spin up / spin down) = 5.7838 / 7.0506 eV
spin multiplicity = 6
highest occupied orbital energy (spin up / spin down) = -11.573 / -17.385 eV
LUMO energy (spin up / spin down) = -5.789 / -10.334 eV


The following is a quantum chemistry calculation of a structure of composition C8H29N14O10Ti in a non-equilibrium geometry, from OMol25.

Each line ends with the Mulliken charge.
Atoms and positions in Å:
Ti  -0.933  -0.979  2.945  0.360
O  -1.767  0.956  0.350  -0.731
C  -0.537  0.522  0.565  0.038
O  0.021  -0.176  -0.308  0.940
O  -0.050  0.803  1.649  -0.684
H  -1.734  0.857  -0.604  0.448
C  1.601  -2.660  2.102  0.723
O  0.369  -2.814  2.268  -0.851
N  2.026  -2.176  1.007  -0.180
N  2.545  -3.323  2.707  -0.396
H  1.411  -1.512  0.558  -0.173
H  2.711  -2.766  0.556  0.292
H  2.340  -3.882  3.523  0.266
H  3.529  -3.389  2.491  0.173
C  2.004  2.032  5.118  0.571
O  2.867  1.675  5.904  -0.663
N  0.962  2.846  5.381  -0.332
N  1.730  1.271  4.082  -0.188
H  0.921  3.404  6.221  0.204
H  0.308  3.138  4.669  0.142
H  0.962  1.476  3.459  0.099
H  2.457  0.695  3.683  0.142
C  0.198  -3.788  -3.396  0.778
O  -0.696  -4.336  -2.745  -0.744
N  0.771  -2.775  -2.951  -0.192
N  0.445  -4.134  -4.653  -0.442
H  1.349  -2.303  -3.632  0.147
H  0.518  -2.581  -1.993  0.059
H  0.994  -3.598  -5.311  0.159
H  -0.156  -4.842  -5.048  0.235
C  -0.567  1.802  -3.399  0.532
O  -1.381  2.126  -4.160  -0.639
N  -0.468  0.537  -3.172  -0.126
N  0.406  2.439  -2.825  -0.334
H  -1.042  -0.096  -3.712  0.154
H  0.223  0.141  -2.551  -0.160
H  0.325  3.427  -2.631  0.251
H  0.857  1.724  -2.272  0.324
C  -2.850  -1.431  -1.908  0.613
O  -2.861  -1.489  -3.137  -0.743
N  -3.602  -0.694  -1.141  -0.337
N  -2.137  -2.219  -1.249  -0.133
H  -4.359  -0.197  -1.589  0.215
H  -3.459  -0.483  -0.163  0.160
H  -2.034  -1.963  -0.277  0.124
H  -1.478  -2.681  -1.859  -0.005
C  -3.843  3.295  1.977  0.506
O  -4.520  3.824  2.740  -0.617
N  -4.210  2.525  1.046  -0.281
N  -2.568  3.403  1.877  -0.288
H  -5.204  2.347  1.059  0.184
H  -3.707  2.183  0.239  0.183
H  -2.216  2.672  1.276  0.322
H  -1.954  3.901  2.506  0.168
C  3.520  1.269  -0.856  0.553
O  4.462  1.951  -1.282  -0.707
N  2.876  0.392  -1.619  -0.153
N  3.236  1.100  0.372  -0.187
H  2.141  0.019  -1.034  -0.245
H  3.020  0.205  -2.601  0.153
H  3.913  1.453  1.034  0.197
H  2.313  0.876  0.715  0.114

Computed properties:
energy relative to the best compared isomer or geometry (same formula, charge and spin) = 0.533 eV
E = -2690.71133 a.u.
HOMO-LUMO gap (spin up / spin down) = 6.9439 / 8.4805 eV
spin multiplicity = 4
highest occupied orbital energy (spin up / spin down) = -7.622 / -9.607 eV
LUMO energy (spin up / spin down) = -0.678 / -1.127 eV


The following is a quantum chemistry calculation of a structure of composition C8H2AsCl6F6O2Tb in a non-equilibrium geometry, from OMol25.

Each line ends with the Mulliken charge.
Atoms and positions in Å:
Tb  -0.415  -0.951  0.330  1.112
Cl  -0.620  0.332  2.631  -0.167
C  -0.166  1.688  1.388  0.365
C  0.132  1.468  0.042  0.539
C  0.536  2.483  -0.834  -0.205
Cl  0.970  2.404  -2.535  -0.064
C  0.482  3.789  -0.296  0.528
Cl  0.854  5.154  -1.288  -0.128
C  0.140  4.061  1.044  0.089
Cl  0.173  5.607  1.705  -0.063
C  -0.185  2.997  1.910  0.141
Cl  -0.558  3.261  3.592  -0.081
Cl  3.099  -4.606  -0.617  -0.140
C  3.265  -2.864  -0.322  -0.454
C  1.947  -2.081  -0.079  0.883
O  1.222  -2.464  0.970  -0.675
O  1.554  -1.125  -0.874  -0.587
H  3.675  -2.442  -1.213  0.295
H  3.916  -2.778  0.583  0.303
F  -1.994  -2.605  0.476  -0.510
As  -3.041  -2.067  -0.940  2.055
F  -1.254  -1.867  -1.667  -0.565
F  -2.542  -0.405  -0.230  -0.480
F  -3.783  -1.260  -2.318  -0.406
F  -4.460  -2.047  0.087  -0.400
F  -2.946  -3.681  -1.549  -0.386

Computed properties:
E = -6876.90083 a.u.
charge = +1
HOMO-LUMO gap (spin up / spin down) = 8.4865 / 4.9767 eV
spin multiplicity = 8
highest occupied orbital energy (spin up / spin down) = -13.472 / -13.467 eV
LUMO energy (spin up / spin down) = -4.986 / -8.490 eV


The following is a quantum chemistry calculation of a structure of composition C8H30B2O31 in a non-equilibrium geometry, from OMol25.

Each line ends with the Mulliken charge.
Atoms and positions in Å:
O  -3.082  -0.639  3.032  -0.584
C  -2.279  0.218  3.091  0.275
O  -2.537  1.435  2.866  -0.621
B  -1.272  2.146  2.700  1.148
O  -0.214  1.054  2.685  -0.205
C  -0.845  0.022  3.033  0.775
O  -0.326  -1.025  3.599  -0.711
O  -0.995  3.066  3.777  -0.574
C  -1.200  4.205  3.296  0.321
O  -0.709  5.148  3.945  -0.652
C  -1.342  4.100  1.827  0.547
O  -1.352  2.992  1.414  -0.149
O  -1.274  5.055  1.058  -0.875
O  1.083  2.899  -1.341  -1.173
C  0.822  1.732  -1.507  1.214
O  0.414  1.067  -0.497  0.588
B  0.298  -0.306  -0.991  1.649
O  0.676  -0.291  -2.374  -0.789
C  0.937  0.927  -2.667  0.085
O  1.194  1.305  -3.769  -0.886
O  -1.112  -0.811  -0.808  -0.922
C  -1.085  -1.876  -0.163  0.332
O  -2.072  -2.522  0.212  -0.497
C  0.195  -1.999  0.449  0.267
O  1.042  -1.247  -0.158  -0.785
O  0.539  -2.689  1.344  0.119
O  0.051  5.118  -3.896  -0.704
H  0.891  4.534  -4.073  0.412
H  -0.182  4.988  -3.048  0.337
O  2.271  3.754  -4.861  -0.754
H  2.429  2.748  -4.581  0.395
H  2.995  4.489  -4.412  0.336
O  0.190  -5.704  2.498  -0.664
H  0.206  -4.962  2.017  0.252
H  -0.167  -5.352  3.374  0.357
O  3.227  -2.246  -1.926  -0.662
H  2.952  -1.341  -1.389  0.304
H  3.155  -2.700  -1.181  0.350
O  0.328  5.456  -1.156  -0.671
H  0.643  4.675  -1.117  0.451
H  -0.290  5.486  -0.451  0.494
O  -2.309  -5.736  0.394  -0.599
H  -1.605  -6.451  0.495  0.286
H  -2.472  -5.274  1.183  0.424
O  -3.116  1.028  -2.805  -0.693
H  -2.298  0.379  -2.771  0.288
H  -2.722  1.924  -2.522  0.375
O  3.633  0.922  -0.657  -0.584
H  4.142  1.719  -0.445  0.305
H  3.293  0.775  0.194  0.203
O  3.236  -3.935  0.275  -0.658
H  2.507  -3.513  0.646  0.292
H  2.999  -4.698  0.509  0.253
O  2.508  0.998  1.951  -0.715
H  2.492  0.767  2.936  0.290
H  1.722  1.553  1.682  0.309
O  1.828  -3.405  3.977  -0.644
H  2.266  -4.125  3.849  0.257
H  1.492  -2.953  3.109  0.321
O  -4.757  -3.222  0.539  -0.678
H  -4.056  -3.012  -0.112  0.351
H  -4.954  -4.051  -0.026  0.335
O  -2.994  -3.756  2.476  -0.708
H  -3.367  -3.541  1.570  0.391
H  -2.067  -3.480  2.729  0.302
O  -2.196  3.092  -1.360  -0.643
H  -1.789  2.780  -0.440  0.509
H  -2.425  4.025  -1.081  0.284
O  2.620  -0.480  -5.691  -0.716
H  2.118  0.095  -4.909  0.405
H  2.061  -1.364  -5.577  0.326

Computed properties:
energy relative to the best compared isomer or geometry (same formula, charge and spin) = 9.337 eV
E = -2705.34868 a.u.
charge = -2
HOMO-LUMO gap = 9.4926 eV
highest occupied orbital energy = -5.527 eV
LUMO energy = 3.965 eV


The following is a quantum chemistry calculation of a structure of composition C8H32BeN16O8 in a non-equilibrium geometry, from OMol25.

Each line ends with the Mulliken charge.
Atoms and positions in Å:
Be  0.255  0.274  -0.305  1.687
C  -1.686  -2.025  -1.968  0.042
O  -0.868  -1.118  -1.759  0.021
N  -2.382  -2.083  -3.124  -0.455
N  -1.844  -3.113  -1.194  -0.378
H  -2.702  -2.947  -3.526  0.229
H  -2.065  -1.423  -3.819  0.263
H  -2.206  -3.999  -1.488  0.208
H  -1.256  -3.055  -0.366  0.277
C  -2.518  2.059  -1.749  0.524
O  -1.520  1.799  -1.066  -0.477
N  -3.542  2.869  -1.419  -0.430
N  -2.762  1.367  -2.886  -0.344
H  -3.442  3.451  -0.604  0.268
H  -4.277  3.035  -2.078  0.154
H  -2.112  0.706  -3.268  0.068
H  -3.655  1.443  -3.335  0.166
C  0.370  -3.077  1.641  0.642
O  0.100  -2.438  0.610  -0.609
N  -0.331  -4.153  2.067  -0.408
N  1.206  -2.554  2.568  -0.307
H  -1.000  -4.557  1.438  0.215
H  -0.191  -4.452  3.014  0.167
H  1.789  -1.784  2.289  0.044
H  1.478  -3.144  3.335  0.186
C  -2.629  -0.033  1.843  0.150
O  -1.905  -0.113  0.861  -0.172
N  -3.676  0.848  1.921  -0.429
N  -2.438  -0.686  3.039  -0.278
H  -3.911  1.326  1.068  0.198
H  -4.288  0.824  2.710  0.155
H  -1.955  -1.555  3.171  0.164
H  -3.120  -0.392  3.706  0.141
C  0.412  1.272  3.368  0.627
O  0.688  1.144  2.162  -0.510
N  -0.742  1.847  3.769  -0.414
N  1.227  0.844  4.347  -0.403
H  -0.971  2.044  4.725  0.175
H  -1.345  2.176  3.034  0.199
H  2.156  0.547  4.119  0.216
H  0.828  0.838  5.268  0.157
C  2.180  3.370  0.141  0.543
O  1.604  2.321  -0.173  -0.361
N  2.447  4.364  -0.721  -0.462
N  2.552  3.553  1.433  -0.412
H  3.006  5.148  -0.448  0.165
H  2.084  4.079  -1.617  0.244
H  3.157  4.324  1.645  0.162
H  2.221  2.819  2.036  0.157
C  3.270  -1.387  0.104  0.368
O  2.493  -0.440  -0.020  -0.173
N  3.379  -2.275  -0.927  -0.391
N  4.004  -1.662  1.195  -0.395
H  4.091  -2.985  -0.891  0.165
H  2.721  -2.270  -1.683  0.169
H  4.635  -2.444  1.205  0.156
H  4.062  -1.020  1.964  0.236
C  1.281  0.312  -3.945  0.685
O  1.428  0.222  -2.730  -0.458
N  1.133  -0.810  -4.697  -0.415
N  1.076  1.495  -4.585  -0.444
H  1.072  -0.842  -5.700  0.170
H  1.163  -1.690  -4.217  0.193
H  0.969  2.256  -3.937  0.192
H  0.807  1.551  -5.549  0.179

Computed properties:
energy relative to the best compared isomer or geometry (same formula, charge and spin) = 3.344 eV
E = -1816.63695 a.u.
charge = +2
HOMO-LUMO gap = 9.3629 eV
highest occupied orbital energy = -14.253 eV
LUMO energy = -4.890 eV


- Which of these has the lowest E?
  C8H2AsCl6F6O2Tb


- The highest E belongs to which entry?
  C8H28O6


- Number 1 is which compound?
  C8H28O6